[1]
Computed, not measured: C4H7NO in the gas phase, with ωB97M-V with the def2-TZVPD basis set.

Each line ends with the natural charge from an NBO analysis.
Element x y z (Å)
H (1.537, -2.105, 0.536)  0.20
C (1.789, -1.165, 0.204)  -0.74
H (-1.059, -1.804, 0.350)  0.21
H (-0.336, 1.706, -1.203)  0.23
O (-2.552, 0.206, -0.418)  -0.39
C (-0.629, -0.747, 0.324)  -0.20
H (1.793, -1.333, -0.824)  0.25
H (-1.687, 2.189, -0.354)  0.21
C (0.682, -0.232, 0.432)  0.00
H (2.645, -0.751, 0.721)  0.22
C (-0.770, 1.612, -0.227)  -0.48
H (-0.039, 2.106, 0.522)  0.28
N (-1.373, 0.319, -0.062)  0.20

Output
molecular weight	85.1	g mol⁻¹
HOMO-LUMO gap (alpha / beta)	0.27219 / 0.26205	hartree
energy above the lowest of the compared OMol25 structures with the same formula, charge and spin	159.24	kcal/mol
maximum force	3.6	eV Å⁻¹
E	-7792.739	eV

---

[2]
Computed, not measured: 2 unconnected molecules or ions with the total composition CH3NS2, with ωB97M-V with the def2-TZVPD basis set.

Each line ends with the natural charge from an NBO analysis.
Element x y z (Å)
N (-1.958, -1.548, -0.764)  -0.64
S (0.319, -0.837, 0.607)  -0.04
S (2.274, 2.303, 0.328)  -0.30
H (-2.677, -2.130, -0.891)  0.42
H (2.035, 0.976, 0.333)  0.14
H (0.951, 2.628, 0.549)  0.15
C (-0.944, -1.392, -0.161)  0.26

Output
structure (SMILES)	N=C=S.S
molecular weight	93.2	g mol⁻¹
HOMO-LUMO gap	0.37555	hartree
energy above the lowest of the compared OMol25 structures with the same formula, charge and spin	16.22	kcal/mol
maximum force	4.1	eV Å⁻¹
E	-24245.412	eV

---

[3]
Computed, not measured: 3 unconnected molecules or ions with the total composition C33H30BrClF3N3O9P2, with ωB97M-V with the def2-TZVPD basis set.

Each line ends with the Löwdin charge.
Element x y z (Å)
C (1.115, 0.076, -0.497)  -0.08
C (-2.795, -0.740, 1.247)  -0.34
C (0.187, 2.134, -1.765)  -0.03
H (-4.253, -0.579, -2.910)  0.05
H (0.767, 1.750, -2.630)  0.08
C (-1.385, -0.518, 0.694)  -0.01
H (5.927, -1.213, 3.033)  0.10
H (0.265, -5.228, 4.015)  0.07
C (6.490, -3.278, 5.673)  0.00
N (-6.911, 9.010, -6.793)  -0.36
C (-3.804, 0.670, -0.578)  -0.31
C (-7.699, 7.376, -5.127)  0.00
F (5.098, -1.101, -2.388)  0.12
O (-3.053, -1.120, 2.354)  0.11
C (1.026, -5.452, 3.251)  -0.10
H (-6.272, 4.484, -4.092)  0.01
H (-1.613, -3.583, 0.347)  0.08
H (5.995, -4.017, 6.288)  0.12
H (8.345, -3.433, 6.732)  0.11
H (-4.830, 7.319, -6.948)  0.12
C (-5.589, 7.006, -6.244)  0.00
C (2.501, 0.350, -1.106)  -0.11
O (-5.122, -0.147, -2.893)  -0.37
H (-8.287, 5.869, -3.722)  0.11
H (3.886, 1.771, -0.213)  0.12
H (-1.014, -4.732, 1.536)  0.08
O (3.886, -2.473, 3.402)  0.06
O (-2.441, 2.666, -0.618)  0.06
H (-5.181, -3.333, -0.895)  0.04
F (5.245, -0.920, 0.871)  0.03
H (1.898, -4.271, 1.611)  0.08
C (-3.939, -0.388, 0.260)  -0.30
Br (-4.451, 2.896, -3.037)  0.36
O (3.905, -3.843, 5.066)  0.08
H (2.496, 1.144, -1.864)  0.10
O (-6.055, 9.310, -7.603)  0.08
H (-8.582, 7.977, -4.962)  0.12
H (0.774, 2.949, -1.308)  0.10
Cl (-7.169, -0.461, 0.312)  0.18
C (-0.713, -3.848, 0.944)  -0.04
P (-5.127, 1.129, -1.812)  0.56
C (0.959, -1.058, 0.375)  -0.11
C (-6.726, 7.768, -6.033)  -0.15
O (2.588, -3.329, -1.273)  0.22
H (0.152, -4.065, 0.299)  0.07
C (3.591, 0.725, 0.002)  -0.08
O (-7.910, 9.666, -6.571)  0.08
C (2.278, -2.682, -0.366)  -0.31
H (2.834, -0.576, -1.606)  0.10
C (5.524, -0.288, -1.406)  -0.24
H (0.335, -2.964, 3.955)  0.12
C (6.451, -1.700, 3.843)  0.00
O (-5.222, -2.390, -1.104)  -0.36
H (-0.760, 2.516, -2.171)  0.07
N (2.165, -1.862, 0.554)  0.20
C (4.804, -0.175, -0.205)  -0.19
H (3.178, 0.636, 1.021)  0.12
C (-0.292, -1.396, 1.005)  -0.04
H (2.559, -3.933, 3.212)  0.05
C (-2.478, 1.475, -0.491)  -0.35
C (7.812, -2.948, 5.925)  -0.07
H (0.562, -6.006, 2.408)  0.06
C (-7.532, 6.190, -4.428)  -0.06
C (-5.427, 5.823, -5.539)  -0.07
H (-1.379, -2.576, 2.531)  0.12
H (8.275, -0.633, 3.493)  0.11
C (0.726, -2.858, 2.921)  -0.15
C (-0.469, -2.622, 1.911)  -0.25
C (-1.237, 0.617, -0.186)  -0.03
C (5.825, -2.653, 4.630)  -0.14
H (1.842, -6.099, 3.616)  0.07
C (8.454, -1.999, 5.138)  -0.07
P (-5.397, -1.566, 0.350)  0.60
N (4.433, -3.016, 4.345)  -0.32
C (-6.399, 5.413, -4.635)  -0.10
C (0.006, 0.951, -0.801)  -0.11
H (9.489, -1.747, 5.333)  0.11
H (1.400, -1.978, 2.958)  0.09
H (-4.544, 5.217, -5.696)  0.10
F (6.625, 0.401, -1.708)  0.14
C (7.773, -1.373, 4.102)  -0.06
C (1.610, -4.112, 2.662)  -0.26

Output
structure (SMILES)	CCC[C@H](C)c1c(N=C=O)c(CCC(F)=C(F)F)c(C)c2c1C(=O)C(P(O)Cl)=C(P(O)Br)C2=O.O=[N+]([O-])c1ccccc1.O=[N+]([O-])c1ccccc1
molecular weight	846.9	g mol⁻¹
HOMO-LUMO gap	0.23803	hartree
maximum force	2.3	eV Å⁻¹
E	-166890.604	eV

---

Question: Among the records above, which one has the lowest molecular weight?
Answer: C4H7NO

---

Question: Number 1 is which compound?
Answer: C4H7NO